Density functional theory data (ωB97M-V with the def2-TZVPD basis set) for a molecular structure, C51H61N6Sm in a non-equilibrium geometry.

The expectation value of S² is 8.757. For the HOMO energy (alpha / beta), the calculation gives -6.4493 / -6.4410 eV. Its spin multiplicity is 6. For the HOMO-LUMO gap (alpha / beta), the calculation gives 0.21439 / 0.21379 hartree. The value obtained for the LUMO energy (alpha / beta) is -0.023 / -0.023 Ha.

XYZ file:
```
119
Properties=species:S:1:pos:R:3:mulliken_spin:R:1
Sm -0.1600 -0.0415 0.0346 5.00
C 4.0394 4.3544 1.5313 0.00
C 2.7234 5.0123 1.1695 0.00
C 1.8868 4.0664 0.3489 0.01
C 1.7686 4.0192 -0.9962 0.01
C 2.3191 4.9338 -2.0400 0.00
C 1.2948 5.9438 -2.5622 0.00
C 0.9068 2.8561 -1.2895 0.00
N 0.4783 2.2974 -0.1438 0.00
C 1.0464 3.0217 0.8890 -0.01
C 0.8863 2.6983 2.2348 -0.01
C 0.0393 1.7464 2.7740 0.02
C -0.1441 1.5101 4.1790 -0.01
C 0.7088 2.1004 5.2282 0.00
C 2.0840 1.4235 5.2900 0.00
C -1.1515 0.5927 4.3021 0.00
C -1.5672 0.2589 2.9731 0.01
C -2.6317 -0.5974 2.6255 -0.01
C -3.0669 -0.9535 1.3712 0.01
N -2.4433 -0.5783 0.2045 -0.01
C -3.1557 -1.0652 -0.8158 0.01
C -2.8980 -0.8704 -2.1747 0.00
C -1.9204 -0.0493 -2.7198 0.00
N -1.0302 0.7319 -2.0348 0.00
C -0.3270 1.4596 -2.9464 0.00
C 0.5897 2.4373 -2.5965 0.00
C -0.8064 1.1328 -4.2891 0.00
C -1.7405 0.1775 -4.1545 0.01
C -2.5274 -0.5322 -5.2220 0.00
C -3.9494 -0.0157 -5.4410 0.00
C -0.2469 1.7167 -5.5578 0.00
C 1.1038 1.0419 -5.9224 0.00
C -4.3190 -1.7844 -0.3232 0.00
C -4.2594 -1.6968 1.0348 0.00
C -5.2043 -2.2077 2.0589 0.00
C -4.6358 -3.4182 2.8469 0.00
C -5.4168 -2.3408 -1.1726 0.00
C -6.4108 -1.2499 -1.5826 0.00
N -0.8204 0.9593 2.0682 0.00
C -1.7210 0.0150 5.5478 0.00
C -1.0595 -1.3417 5.9207 0.00
H 4.6962 5.0542 2.0493 0.00
H 4.5665 4.0643 0.6227 0.00
H 3.8759 3.4918 2.1736 0.00
H 2.9529 5.8826 0.5759 0.00
H 2.1164 5.3560 2.0210 0.00
H 2.7042 4.3483 -2.8548 0.00
H 3.1751 5.4976 -1.6470 0.00
H 0.3932 5.4304 -2.9224 0.00
H 1.7368 6.5155 -3.3893 0.00
H 1.0473 6.6273 -1.7331 0.00
H 1.4771 3.3211 2.8963 0.00
H 0.2124 2.0284 6.1837 0.00
H 0.8478 3.1582 5.0245 0.00
H 1.9310 0.3607 5.5527 0.00
H 2.7447 1.8200 6.0665 0.00
H 2.6032 1.4959 4.3246 0.00
H -3.2006 -0.9924 3.4552 0.00
H -3.5574 -1.3812 -2.8733 0.00
H 1.0675 2.9590 -3.4248 0.00
H -2.5545 -1.6104 -4.9984 0.00
H -1.9620 -0.4437 -6.1370 0.00
H -4.5790 -0.0664 -4.5385 0.00
H -4.4303 -0.5978 -6.2376 0.00
H -3.9630 1.0287 -5.7546 0.00
H -0.0602 2.7752 -5.3961 0.00
H -0.9928 1.6253 -6.3361 0.00
H 1.8285 1.1953 -5.1445 0.00
H 1.5431 1.3906 -6.8545 0.00
H 0.9603 -0.0383 -6.0495 0.00
H -6.1328 -2.5416 1.5709 0.00
H -5.4340 -1.3864 2.7305 0.00
H -4.4680 -4.3031 2.2239 0.00
H -5.3091 -3.7034 3.6470 0.00
H -3.6941 -3.1706 3.3235 0.00
H -5.8988 -3.1407 -0.6233 0.00
H -4.9732 -2.8127 -2.0678 0.00
H -6.8525 -0.8267 -0.6825 0.00
H -7.2364 -1.6536 -2.2005 0.00
H -5.8904 -0.4968 -2.1624 0.00
H -2.7978 -0.0971 5.4278 0.00
H -1.5418 0.7050 6.3728 0.00
H -1.1853 -2.0909 5.1132 0.00
H -1.4757 -1.7747 6.8401 0.00
H 0.0199 -1.2292 6.0251 0.00
N 0.2290 -2.1948 1.3813 0.00
C 1.2502 -2.0892 2.3605 -0.01
C 1.3010 -2.9177 3.4506 0.00
C 2.3576 -2.8360 4.3602 0.00
C 3.4387 -2.0339 4.1180 0.00
C 3.4079 -1.1779 3.0090 0.00
C 4.4961 -0.3414 2.7293 0.00
C 4.4086 0.5202 1.6698 0.00
C 3.2244 0.5471 0.9092 0.00
N 2.1896 -0.2487 1.1280 -0.01
C 2.2636 -1.1466 2.1545 0.01
H -0.5510 -2.6920 1.7616 0.00
H 0.5609 -2.6354 0.5029 0.00
H 0.4813 -3.6133 3.6188 0.00
H 2.3719 -3.4765 5.2480 0.00
H 4.2946 -2.0192 4.7871 0.00
H 5.3683 -0.3895 3.3691 0.00
H 5.2463 1.1729 1.4224 0.00
H 3.1043 1.2828 0.1346 0.00
C 1.5309 -4.5355 -3.7176 0.00
C 2.4337 -3.4600 -3.1117 0.00
C 3.6340 -4.1478 -2.4629 0.00
C 2.8815 -2.4760 -4.1911 0.00
C 1.6680 -2.6793 -2.1042 -0.01
C 0.9919 -1.9158 -1.4290 0.01
H 2.1158 -5.0865 -4.5039 0.00
H 0.6067 -4.1333 -4.1688 0.00
H 1.2658 -5.2595 -2.9507 0.00
H 4.1912 -4.7307 -3.2073 0.00
H 3.3216 -4.7879 -1.6257 0.00
H 4.3361 -3.4325 -2.0723 0.00
H 3.3718 -2.9551 -5.0504 0.00
H 3.5994 -1.7615 -3.7791 0.00
H 2.0360 -1.8873 -4.5814 0.00
```

***

Density functional theory data (ωB97M-V with the def2-TZVPD basis set) for 2 unconnected molecules or ions with the total composition C5H14NO2 in a non-equilibrium geometry.

The expectation value of S² is 0.751. For the HOMO energy (alpha / beta), the calculation gives 4.0732 / -0.3370 eV. Its spin multiplicity is 2. For the HOMO-LUMO gap (alpha / beta), the calculation gives 0.08945 / 0.25072 hartree. The value obtained for the LUMO energy (alpha / beta) is 0.239 / 0.238 Ha. Its total charge is -2.

XYZ file:
```
22
Properties=species:S:1:pos:R:3:nbo_charge:R:1
C -0.9566 0.1249 -0.6146 -0.09
O -2.2155 -0.3118 -0.9309 -1.03
C -0.1749 -0.9999 0.0272 -0.07
C 1.2278 -0.7374 0.5455 -0.45
C 1.4166 0.5355 1.4216 -0.77
C 1.4619 1.8627 0.6522 -1.00
N -0.9228 -1.8539 0.9835 -0.86
H -1.1101 0.9615 0.0858 0.12
H -0.4780 0.4014 -1.5858 0.12
H -0.0641 -1.8360 -0.7378 0.15
H 1.8419 -0.5827 -0.3563 0.18
H 1.7873 -1.5028 1.1195 0.20
H 2.0679 0.5809 2.3471 0.16
H 0.4487 0.6104 1.9773 0.16
H 2.4434 2.1015 0.2907 0.17
H 1.3272 2.7235 1.3400 0.16
H 0.6625 2.0466 -0.0543 0.20
H -1.0044 -1.2624 1.8349 0.31
H -1.9178 -1.8781 0.7536 0.37
H -2.3575 0.3040 -2.8571 0.50
H -1.6080 -0.9684 -2.7958 0.49
O -1.8755 -0.3196 -3.4462 -1.02
```

***

Density functional theory data (ωB97M-V with the def2-TZVPD basis set) for a molecular structure, C26H32BBrN8Ru in a non-equilibrium geometry.

The expectation value of S² is 0.796. For the HOMO energy (alpha / beta), the calculation gives -10.7085 / -10.7888 eV. Its spin multiplicity is 2. For the HOMO-LUMO gap (alpha / beta), the calculation gives 0.30401 / 0.23491 hartree. The value obtained for the LUMO energy (alpha / beta) is -0.090 / -0.162 Ha. Its total charge is +1.

XYZ file:
```
69
Properties=species:S:1:pos:R:3:nbo_charge:R:1
Ru -0.4585 -0.0422 -0.6459 0.61
C 0.1880 -0.3536 -4.8241 -0.34
C 0.5761 -0.5636 -3.5019 -0.03
N -0.3599 -0.1151 -2.6598 -0.21
N -1.3444 0.3941 -3.4241 -0.31
C -1.0373 0.2666 -4.7233 0.02
B -2.5258 1.1067 -2.7528 0.53
N -3.1856 0.0174 -1.8839 -0.30
C -4.3685 -0.6022 -1.9499 0.01
C -4.4162 -1.5473 -0.9391 -0.33
C -3.1859 -1.4278 -0.2948 -0.03
N -2.4552 -0.4669 -0.8667 -0.24
N -1.9463 2.2220 -1.8661 -0.31
C -2.2135 3.5375 -1.8890 0.01
C -1.4075 4.1627 -0.9605 -0.33
C -0.6545 3.1277 -0.4032 -0.02
N -0.9873 1.9617 -0.9524 -0.26
H 0.7280 -0.6092 -5.7182 0.25
H 1.4841 -1.0062 -3.1337 0.22
H -1.7119 0.6292 -5.4805 0.24
H -3.2931 1.5768 -3.5413 -0.01
H -5.0929 -0.3313 -2.6994 0.24
H -5.2254 -2.2133 -0.6983 0.24
H -2.8036 -1.9669 0.5578 0.22
H -2.9497 3.9340 -2.5676 0.24
H -1.3623 5.2113 -0.7257 0.24
H 0.0991 3.1712 0.3666 0.22
Br 0.2478 -5.4629 -2.6395 0.12
C 0.1768 -4.3337 -1.1404 -0.11
C 0.2988 -4.8380 0.1411 -0.18
C 0.2219 -3.9427 1.1935 -0.22
C 0.0356 -2.5989 0.9298 0.03
N -0.0664 -2.1091 -0.3126 -0.40
C -0.0068 -2.9746 -1.3312 0.02
H 0.4414 -5.8965 0.3088 0.25
H 0.3037 -4.2806 2.2170 0.24
H -0.0325 -1.8830 1.7390 0.22
H -0.1253 -2.5679 -2.3215 0.23
C 2.3227 0.6446 5.3939 -0.64
C 1.4086 0.6358 4.1976 -0.01
C 0.0223 0.6308 4.3582 -0.16
C -0.8594 0.6005 3.2634 -0.01
C -2.3496 0.5663 3.4614 -0.64
C -0.3149 0.5973 2.0066 -0.14
C 1.0988 0.6289 1.7798 0.10
C 1.9455 0.6305 2.9220 -0.16
N 1.4384 0.5104 0.4865 -0.35
C 2.7787 0.6907 -0.1033 0.08
C 3.1030 -0.6055 -0.8456 -0.59
C 2.5953 1.8342 -1.1111 -0.60
C 3.9698 1.0344 0.7955 -0.63
H 1.7597 0.5955 6.3238 0.23
H 2.9250 1.5536 5.4118 0.23
H 3.0081 -0.2029 5.3671 0.23
H -0.3881 0.6434 5.3616 0.22
H -2.6353 1.0531 4.3928 0.23
H -2.7067 -0.4645 3.5051 0.23
H -2.8663 1.0608 2.6399 0.23
H -0.9974 0.6333 1.1540 0.19
H 3.0143 0.5909 2.8278 0.22
H 2.3210 -0.8327 -1.5586 0.20
H 3.2008 -1.4437 -0.1526 0.21
H 4.0469 -0.4861 -1.3773 0.23
H 1.7690 1.6273 -1.7902 0.22
H 3.5136 1.9364 -1.6890 0.22
H 2.4074 2.7822 -0.6046 0.22
H 4.2503 0.2133 1.4540 0.21
H 3.8079 1.9425 1.3778 0.22
H 4.8255 1.2133 0.1453 0.23
```

***

Density functional theory data (ωB97M-V with the def2-TZVPD basis set) for a molecular structure, C30H26ClN6ORuSSe2 in a non-equilibrium geometry.

The expectation value of S² is 0.835. For the HOMO energy (alpha / beta), the calculation gives -12.1826 / -12.1825 eV. Its spin multiplicity is 2. For the HOMO-LUMO gap (alpha / beta), the calculation gives 0.22414 / 0.15261 hartree. The value obtained for the LUMO energy (alpha / beta) is -0.224 / -0.295 Ha. Its total charge is +2.

XYZ file:
```
68
Properties=species:S:1:pos:R:3:nbo_charge:R:1
Ru 0.1959 0.8390 0.8982 0.92
Cl 0.0885 5.1739 6.7497 0.15
C 0.1543 3.9162 5.6184 0.01
C 0.7161 2.6729 5.9953 -0.19
C 0.7965 1.6664 5.0877 -0.19
C 0.3378 1.8520 3.7355 0.43
O 0.5170 0.9219 2.9077 -0.51
C -0.2908 3.1150 3.3861 -0.14
C -0.8685 3.3641 2.0803 0.15
N -0.9570 2.5023 1.1290 -0.42
C -1.6895 2.8322 -0.0589 0.16
C -2.7480 3.6979 -0.1022 -0.21
C -3.4141 3.9455 -1.3195 -0.19
C -2.9853 3.3492 -2.4705 -0.16
C -1.8833 2.4614 -2.4519 -0.01
C -1.3423 1.8793 -3.6275 -0.09
C -0.2663 1.0560 -3.5254 -0.26
C 0.2399 0.7398 -2.2495 0.13
N -0.2325 1.2480 -1.1342 -0.45
C -1.2669 2.1594 -1.2313 0.11
C -0.3565 4.1154 4.3316 -0.17
H 1.0864 2.5417 7.0028 0.26
H 1.2198 0.7039 5.3409 0.25
H -1.2690 4.3618 1.9154 0.21
H -3.1032 4.1753 0.8027 0.23
H -4.2559 4.6235 -1.3314 0.25
H -3.4902 3.5372 -3.4095 0.24
H -1.7746 2.1213 -4.5903 0.24
H 0.2039 0.6311 -4.4002 0.25
H 1.0569 0.0396 -2.1603 0.23
H -0.8182 5.0635 4.0853 0.25
Se 1.2726 -2.0832 2.9650 0.16
Se -0.0071 -2.9714 0.9567 0.28
C -1.5752 -1.9141 1.2692 0.04
C -2.7294 -2.6190 1.5688 -0.24
C -3.9216 -1.9410 1.7702 -0.12
C -3.9170 -0.5670 1.6669 -0.22
C -2.7240 0.0711 1.3830 0.05
N -1.5632 -0.5691 1.1850 -0.43
C 2.4369 -1.2255 1.7238 0.05
C 3.7905 -1.5439 1.7830 -0.26
C 4.6717 -1.0222 0.8539 -0.13
C 4.1726 -0.1749 -0.1210 -0.24
C 2.8223 0.1042 -0.1135 0.02
N 1.9507 -0.4068 0.7789 -0.50
H -2.6796 -3.6953 1.6362 0.26
H -4.8323 -2.4807 1.9937 0.25
H -4.8203 0.0131 1.7921 0.24
H -2.7054 1.1438 1.3041 0.21
H 4.1252 -2.2147 2.5618 0.25
H 5.7198 -1.2904 0.8747 0.25
H 4.8105 0.2671 -0.8734 0.25
H 2.4098 0.7795 -0.8502 0.21
C -0.3989 -3.9532 -4.6173 -0.41
N 0.7696 -3.7707 -3.7829 -0.38
C 2.0676 -4.3256 -4.1735 -0.22
C 2.9923 -3.9257 -3.0104 -0.23
N 2.0956 -3.1384 -2.1584 -0.60
C 0.8260 -3.1326 -2.6175 0.34
S -0.4514 -2.3382 -1.8376 -0.31
H -0.5923 -5.0172 -4.7566 0.22
H -0.2381 -3.4969 -5.5953 0.21
H -1.2543 -3.4899 -4.1354 0.25
H 2.3836 -3.9056 -5.1289 0.21
H 1.9899 -5.4066 -4.2921 0.22
H 3.8312 -3.3155 -3.3389 0.21
H 3.3804 -4.7939 -2.4801 0.22
H 2.2907 -2.9566 -1.1886 0.42
```

***

Number 1 is which compound? C51H61N6Sm